37
Properties=species:S:1:pos:R:3:forces:R:3:lowdin_charge:R:1 method="wB97M-V/def2-TZVPD" total_energy_ha=-1004.16599 e_lumo_ha=0.0275 orbital_gap_ev=9.90 max_force_ev_per_a=2.66 homo_ev=-9.16
N -6.138631 -0.456018 0.136293 0.144 0.133 -2.158 0.123
C -4.897356 -0.305502 0.711226 -0.163 -1.181 0.978 -0.564
O -4.714175 0.509680 1.598529 0.338 -0.176 -0.537 0.048
C -3.872932 -1.443318 0.373710 0.810 2.045 -0.438 -0.067
C -2.405226 -0.881234 0.474151 -0.126 -0.103 0.165 -0.119
C -1.984013 0.009388 -0.691765 0.834 -0.817 -1.583 -0.237
N -0.620662 0.518741 -0.555160 1.549 -1.689 0.145 0.111
C 0.471878 -0.351723 -0.634123 -0.125 0.769 -0.483 -0.422
O 0.408906 -1.490829 -1.045271 -0.481 -0.327 0.047 0.061
C 1.860211 0.247390 -0.285015 -0.470 0.766 1.251 -0.279
N 1.653537 1.433817 0.605573 0.758 -0.596 0.797 0.016
C 2.827167 -0.801211 0.352221 0.026 -0.139 -0.169 -0.095
C 4.282872 -0.323297 0.255173 -0.911 1.391 0.974 -0.266
C 5.321703 -0.955837 -0.324914 0.297 -0.039 -0.974 -0.057
N 6.374246 -0.030640 -0.336975 -0.654 -0.955 0.220 0.046
C 5.949160 1.065542 0.306835 -0.131 0.889 0.986 -0.224
N 4.698913 0.985213 0.699750 -0.126 -1.696 -0.667 0.089
C -2.936139 1.144438 -0.950820 0.516 0.797 0.620 -0.497
O -3.933357 1.084753 -1.603185 -0.646 -0.203 -0.334 0.123
O -2.520294 2.260883 -0.315605 -1.167 1.307 0.211 0.099
H -6.102916 -0.760600 -0.900379 -0.395 0.853 2.493 0.141
H -6.757038 0.336032 0.391211 0.501 -0.833 -0.649 0.118
H -3.931006 -2.195519 1.141506 -0.492 -0.374 0.191 0.109
H -4.120323 -1.861588 -0.626745 0.413 0.097 0.676 0.122
H -1.664678 -1.697877 0.524285 -0.446 0.185 -0.175 0.117
H -2.223016 -0.268663 1.373470 -0.652 -0.382 -0.024 0.129
H -1.980401 -0.628079 -1.618038 -0.112 0.604 0.715 0.174
H -0.374115 1.381125 -0.110475 -0.414 0.563 0.190 0.102
H 2.303460 0.657303 -1.210476 -0.190 -0.401 0.234 0.154
H 2.617450 1.707930 0.896810 -0.963 0.071 -0.266 0.053
H 1.198353 1.113836 1.491766 0.539 0.221 -0.939 0.093
H 2.708932 -1.747628 -0.189724 0.240 0.225 -0.138 0.104
H 2.498572 -1.079500 1.387094 0.331 0.687 -0.619 0.130
H 5.313059 -1.934239 -0.821607 0.371 0.705 0.268 0.126
H 7.253732 -0.094022 -0.792249 0.522 -0.356 -0.167 0.135
H 6.654648 1.860143 0.613506 -0.671 -0.418 -0.562 0.131
H -3.220521 2.991099 -0.320593 1.141 -1.622 -0.279 0.174